DFT (ωB97M-V with the def2-TZVPD basis set) results for a structure of composition C31H44As3BaBrCl2NO4S.

* charge: +1
* Kohn-Sham gap: 0.2872 hartree

Element x y z (Å)
H (-5.3401, 1.6373, 0.1824)
H (4.0633, 2.3719, -2.8086)
C (4.0072, 1.9311, 1.6377)
H (5.1277, 1.5813, -1.6251)
C (-1.9389, 6.5619, 1.6229)
Cl (-2.3345, 8.2098, 1.9957)
C (4.1733, 2.0895, -1.7622)
C (-1.9761, 0.6867, -5.7278)
C (-2.2471, -1.4767, -4.7170)
H (-5.2273, -4.1718, -2.3302)
O (-3.3328, 0.3122, -1.4156)
As (2.7082, 0.8907, -1.2959)
H (3.7009, -1.3364, 2.7203)
H (5.0321, 1.9206, 1.2620)
C (-4.1902, -4.0007, 0.8823)
H (-4.0038, -6.6100, -0.2286)
H (0.5693, -3.1741, 2.3262)
C (4.1886, -0.3673, 2.6027)
H (5.3396, -2.3738, 0.3255)
C (5.8182, -2.4775, 1.2995)
C (-4.6200, -2.3801, -1.3356)
Cl (-0.6420, 3.3848, 3.6678)
H (-5.3378, -6.3230, -1.3479)
H (2.9966, -1.0707, 0.2107)
C (-2.6024, -0.5600, -5.7019)
C (-2.0410, 6.0859, 0.3498)
H (1.9693, 0.7979, 3.2338)
H (-2.2298, 1.4276, -6.4746)
N (-0.6689, 0.0951, -3.8115)
C (3.0746, -0.5021, -2.6188)
H (1.7570, -2.3621, 3.3643)
H (4.1153, -0.8210, -2.5570)
C (-1.7140, 4.7449, 0.0495)
C (-4.9245, -6.0448, -0.3805)
C (-4.1607, -1.8417, -0.1433)
C (-3.9298, -2.6425, 0.9655)
S (-3.7916, -0.1125, -0.0348)
O (-3.5467, -0.9331, -6.5779)
H (4.5288, -0.2499, -0.0370)
C (3.3946, 0.5263, 1.6320)
C (3.4787, -0.0874, 0.2262)
C (-1.0279, 0.9634, -4.7684)
O (-1.0367, 2.6052, 0.8715)
C (1.3704, -2.4353, 2.3489)
As (0.6128, -0.7374, 1.7519)
H (-2.1758, 5.1870, -1.9919)
C (-1.2972, 3.8401, 1.0732)
C (-1.7918, 4.3836, -1.3409)
H (-1.3534, -1.1281, 3.3043)
H (-3.7174, -0.2334, -7.2222)
H (-2.7132, -2.4489, -4.6692)
C (-0.5534, -0.3886, 3.2746)
C (1.9474, 0.6562, 2.1502)
C (6.6151, -1.3694, 3.8853)
C (-1.4990, 5.7144, 2.6509)
H (-2.3657, 6.7426, -0.4481)
C (-1.2791, -1.0759, -3.8226)
H (2.4235, -1.3583, -2.4428)
H (4.0218, 2.3317, 2.6533)
H (-5.8661, 0.1759, 1.0683)
H (-4.0191, -4.6323, 1.7455)
H (4.2022, 0.1071, 3.5879)
H (-6.0266, 0.2452, -0.7190)
H (5.8922, -2.0898, 4.2695)
H (5.2044, -3.1139, 1.9384)
H (-5.6282, -6.3543, 0.3928)
O (-1.4723, 3.3201, -1.8771)
H (4.1506, 2.9891, -1.1530)
C (-5.4355, 0.5537, 0.1422)
H (2.8736, -0.1177, -3.6179)
H (-3.5508, -2.2085, 1.8835)
Br (-0.7844, -2.2849, -2.4333)
C (-4.6602, -4.5679, -0.3007)
H (0.0132, -0.4369, 4.2044)
H (-1.4049, 6.0922, 3.6598)
C (-1.1904, 4.4108, 2.3797)
H (-0.5388, 1.9291, -4.7477)
H (7.5909, -1.8473, 3.8120)
H (6.6939, -0.5318, 4.5769)
As (6.0819, -0.7141, 2.1197)
H (-0.9861, 0.6051, 3.1636)
H (3.4186, 2.6186, 1.0256)
H (2.1622, -2.7670, 1.6792)
Ba (-0.7784, 0.9135, -0.9728)
H (1.4735, 1.5565, 1.7420)
H (6.7877, -2.9522, 1.1525)
H (-4.7602, -1.7428, -2.2005)
C (-4.8670, -3.7405, -1.4043)

DFT (ωB97M-V with the def2-TZVPD basis set) results for a structure of composition C31H44As3BaBrCl2NO4S.

* charge: +1
* Kohn-Sham gap: 0.2838 hartree

Element x y z (Å)
C (-1.7137, 3.7381, -6.1301)
O (5.2639, 1.1587, -3.1096)
C (1.1409, 0.8245, 3.7487)
C (-1.8496, 2.9194, -2.4327)
C (2.2154, 0.5479, 2.8345)
C (4.5920, -0.3629, -1.3669)
C (-0.5170, 3.0635, -2.0795)
H (-5.2277, -3.5038, 0.9811)
C (-3.8251, 1.0037, 0.5438)
H (0.3267, -5.1111, -1.3561)
H (-3.7230, -3.7418, 2.8778)
H (-3.9354, 1.8235, -0.1663)
H (1.7304, -4.0190, -1.2754)
C (0.4374, 3.4230, -3.0191)
H (-4.7734, -6.1056, -2.8518)
C (-1.1716, 0.8588, 4.4389)
C (-3.9005, -0.8492, -1.7155)
H (6.1175, 1.0807, -2.6641)
C (0.6433, -4.0693, -1.2965)
H (-6.9594, -6.4572, -0.8222)
H (-3.4483, -4.9775, -2.5632)
H (1.4828, 3.4934, -2.7388)
O (1.2101, 1.7506, -0.6289)
H (5.5751, -0.3855, -0.9148)
C (-1.9620, -3.7142, -0.1028)
H (3.7191, -1.7221, 0.0420)
C (3.0607, 0.3821, -3.0648)
H (-3.8155, -0.0369, -2.4399)
H (-2.9800, -5.1139, 2.0469)
H (3.2270, 0.7692, 3.2170)
H (-4.8137, 0.6052, 0.7720)
H (-2.5814, 2.6220, -1.6908)
H (-4.9396, -0.9309, -1.4003)
H (1.0548, 4.0073, 1.1340)
Cl (-2.8505, 0.6394, 4.0921)
C (-2.9291, -4.0330, 2.1876)
Cl (1.0032, 1.7872, 7.6454)
C (-0.7903, 1.1868, 5.7135)
H (-0.1223, -5.6184, 1.2984)
Ba (0.3357, -0.2241, 0.1684)
C (4.3374, 0.4004, -2.5065)
O (2.1101, 0.0725, 1.7053)
As (-4.6317, -5.5509, -0.3708)
Br (0.3322, -0.4581, -3.1242)
H (-1.9738, -4.8026, -0.2342)
C (0.5621, 1.3613, 6.0277)
H (-6.9180, -5.6264, 0.7369)
As (-2.7074, -0.4104, -0.2158)
H (1.4599, 4.4772, -0.5496)
H (2.8354, 0.9507, -3.9544)
C (-4.4425, -3.6703, 0.2375)
C (3.5605, -1.1021, -0.8313)
H (-3.3620, 1.3752, 1.4538)
H (0.2656, -4.4413, 2.5721)
C (0.4322, -4.7094, 1.5321)
H (-1.5415, 1.3134, 6.4811)
C (-3.0854, -3.2912, 0.8556)
H (-4.6693, -3.0320, -0.6154)
H (2.5635, 1.2917, 5.3027)
C (-1.2924, 3.5162, -4.7081)
C (-6.5921, -5.5745, -0.3009)
H (0.2903, -3.5319, -2.1760)
C (2.1155, -0.3880, -2.4270)
H (-0.8795, 4.0685, -6.7459)
H (-2.1376, -3.2753, -1.0914)
H (-7.0132, -4.6828, -0.7664)
H (0.7805, 3.9356, -5.0647)
As (-0.0856, -3.2512, 0.3273)
N (2.3255, -1.1220, -1.3442)
C (0.6642, 4.1747, 0.1323)
H (-1.9771, -3.7943, 2.6625)
H (-4.0474, -1.5110, 1.6186)
H (-3.2712, 3.0449, -4.0248)
H (-0.1333, 4.9149, 0.1567)
H (-2.3305, -1.5598, 1.9363)
C (1.5137, 1.1811, 5.0611)
H (1.4968, -4.8976, 1.3897)
C (-3.0852, -1.7787, 1.1736)
C (0.0427, 3.6513, -4.3248)
C (-2.2307, 3.1528, -3.7440)
C (-4.4806, -5.2105, -2.3043)
S (-0.0169, 2.6198, -0.4406)
H (-5.1247, -4.3826, -2.6050)
H (-2.1110, 2.8183, -6.5623)
C (-0.2381, 0.6810, 3.3754)
O (-0.6029, 0.4227, 2.1799)
H (-3.5987, -1.7710, -2.2101)
H (-2.5002, 4.4910, -6.1867)

DFT (ωB97M-V with the def2-TZVPD basis set) results for a structure of composition C31H44BBr2HfN10O.

* charge: +1
* Kohn-Sham gap: 0.1605 hartree

Element x y z (Å)
N (1.6687, -0.7488, -0.9822)
H (-3.6821, -1.0267, 0.6914)
H (0.2073, -2.9752, 4.5009)
C (0.4304, -2.2937, 3.6979)
C (1.6749, -1.7968, 3.3422)
H (3.6762, -2.5443, 3.2757)
B (2.6529, -0.1712, 1.4633)
H (-1.0738, -2.6537, 1.7859)
N (-1.6011, -1.9382, -0.2478)
C (-2.2501, -2.2328, -1.4625)
N (1.0027, 1.7637, 0.9978)
H (3.7103, -0.3042, 1.9836)
H (3.4439, -1.1651, 4.3605)
Br (-3.4945, -1.1032, -6.5418)
C (-0.2702, 4.0629, 0.7883)
C (4.2992, 2.2426, 2.5474)
H (4.0868, -2.0568, -2.7670)
C (-1.8749, 0.5725, -4.8387)
H (5.1115, -2.0314, 0.7948)
H (-2.4505, -2.9342, 2.7161)
C (-0.4723, -1.6994, 2.8045)
C (5.1681, -1.3918, -0.0855)
C (-2.1184, 0.8832, 1.8014)
H (-4.1674, -0.1042, -0.7020)
C (2.1258, -1.3248, -2.1800)
C (-0.5144, 1.9463, -2.2964)
H (-0.6459, 1.8859, -3.7182)
C (2.9904, -2.0841, 3.9880)
H (-4.6439, 0.4443, 0.9252)
H (-2.5772, -1.3143, 2.1014)
C (3.8189, -1.2374, -0.6977)
H (-0.7855, 2.8002, -2.9500)
C (-2.3110, -4.0464, 0.6597)
H (4.2776, 1.5866, 3.4171)
O (0.8378, -1.3427, 0.0617)
N (1.5255, -0.9916, 2.2721)
N (-0.3361, 2.4061, -0.8935)
N (2.2328, 1.3221, 1.4754)
H (-2.4537, -1.5875, 3.8474)
H (-1.9554, -0.0712, 2.2085)
H (-0.4831, 3.9271, -0.5270)
C (-2.6522, -0.6797, -4.8969)
C (-1.6352, -2.8766, 0.8001)
H (-1.4201, 3.5628, 1.8735)
N (0.2072, -0.9446, 1.9391)
H (-3.6325, 2.6368, 0.4802)
H (0.8872, 4.3093, -1.5111)
C (0.9773, 3.1037, 1.1918)
H (-3.3602, -2.4331, -4.0122)
C (-2.9980, -4.3284, -0.5506)
H (0.2662, -1.2240, -3.2215)
H (4.6550, 3.2214, 2.8580)
H (-1.1422, 1.3980, 1.8497)
H (1.2763, -2.6164, -3.6219)
H (4.9999, 1.8316, 1.8206)
H (-1.9625, 3.9407, -0.8692)
N (-2.6194, 0.7916, 0.4003)
C (-2.8887, 2.1202, -0.1455)
H (5.5602, -0.4205, 0.2141)
C (-1.3119, 0.8501, -3.6693)
N (-1.4496, -0.1824, -2.3192)
Br (-3.9282, -5.9656, -0.6996)
C (0.9990, 3.4159, -0.8833)
C (3.4419, -1.6140, -2.0264)
H (-3.3364, 2.0063, -1.1388)
H (-1.3767, 3.5460, 1.0113)
C (-2.1773, -1.3343, -2.5465)
H (-1.7948, 1.2356, -5.6864)
H (-3.4802, -3.7186, -2.5004)
N (2.7853, -0.7326, -0.0857)
H (1.3472, 3.8092, 0.1612)
C (-3.8461, -0.0177, 0.3344)
Hf (-0.4603, 0.1547, -0.2135)
H (0.4040, 1.4629, -2.6312)
H (-0.1237, 5.1276, 1.0158)
C (-1.6693, 3.0646, -0.2719)
H (-2.8286, 1.4123, 2.4477)
C (2.9337, 2.3624, 1.9533)
H (2.4873, 4.5177, 2.0739)
C (-2.1288, -1.9179, 2.8487)
C (1.2869, -1.5529, -3.3842)
H (1.7039, -1.0069, -4.2305)
C (-2.9708, -3.4683, -1.5835)
H (1.8515, 2.8381, -1.2667)
C (-2.7834, -1.5360, -3.8456)
H (-1.4521, 1.0383, -2.3696)
C (2.2020, 3.5163, 1.8022)
H (2.8507, -2.7648, 4.8234)
H (-2.3262, -4.7708, 1.4646)
H (5.8529, -1.8401, -0.8002)

DFT (ωB97M-V with the def2-TZVPD basis set) results for a structure of composition C31H44BCdN9O4SSb.

* ⟨S²⟩: 0.76
* 2S+1: 2
* Kohn-Sham gap (alpha / beta): 0.3282 / 0.2407 hartree

Element x y z (Å)
C (-1.9377, 3.5886, 2.7566)
C (-0.9914, -2.0371, 0.3374)
O (2.1112, -0.9857, 0.2388)
C (-3.7296, 1.7338, -1.3864)
C (-1.0232, -2.9396, 1.4056)
H (-2.6537, 4.5204, -4.6752)
C (2.6366, -4.1642, -3.3806)
N (-0.9296, 2.1671, 1.3614)
C (3.5721, -3.3876, -0.8828)
H (4.5845, 3.0142, 1.5237)
H (-4.4269, 1.7076, -2.2261)
N (1.5300, -0.1602, -1.9984)
C (3.5387, -6.4961, -3.0588)
C (3.8745, 2.4128, 0.9557)
H (2.2675, -4.4664, -4.3536)
H (-3.7671, -0.2458, 6.7571)
H (2.9969, 0.4764, -3.3820)
C (-2.8387, 3.6222, -4.0811)
H (-0.4652, 4.5570, -0.0137)
O (3.9449, -0.1453, -1.1969)
C (-1.4859, 4.3148, 0.2890)
S (2.6898, -0.8477, -1.0826)
H (-0.2702, 0.0933, 7.7098)
H (-5.0617, 0.8413, 0.0926)
N (-1.6954, -0.4417, 4.7921)
N (-0.6029, -0.9033, 2.1382)
N (-0.4699, 0.0545, 4.4651)
H (1.8931, -2.1540, -3.5660)
H (-1.2157, -3.9988, 1.3626)
Sb (-1.7649, 1.3809, -2.1842)
C (2.8978, -2.4827, -1.6999)
H (-0.8901, 0.4619, -5.1871)
H (-0.7199, -2.4472, 3.5658)
H (3.0442, -6.6816, -4.0113)
H (-1.9951, 3.8982, -0.5794)
H (-2.2108, -2.0070, -1.4243)
C (1.9831, 0.6258, -3.0230)
H (-3.2677, 2.8749, -4.7515)
H (-1.7499, 2.1785, 4.4778)
C (-1.4813, 3.3694, 1.4485)
B (-0.1800, 0.3290, 2.9943)
N (1.7657, 1.5104, 1.8313)
H (-2.7430, -1.1390, 7.8831)
H (3.9233, -3.0770, 0.0932)
H (-3.5987, 3.8723, -3.3385)
O (1.3416, 2.6290, -1.5357)
H (-3.3102, -1.9054, 6.3920)
H (-2.4397, 4.4616, 3.1389)
C (-1.5982, 2.4458, 3.4453)
H (-0.5988, -0.9396, -4.1533)
N (-0.7419, -0.8103, 0.7871)
H (4.4314, 1.8211, 0.2276)
H (2.3127, -0.6943, 4.1272)
H (-2.9601, -0.7654, -3.2546)
C (-0.7679, -2.1738, 2.5253)
H (-1.9926, 5.2394, 0.5605)
N (1.3478, 0.6154, 2.7790)
H (4.6049, -6.6932, -3.1876)
C (3.3083, -5.0845, -2.5877)
H (1.2444, 0.7794, -3.8116)
C (-2.9557, -0.9717, 6.8279)
O (2.8058, 2.9480, -3.2535)
C (2.4268, -2.8614, -2.9446)
C (-1.5526, 3.1289, -3.4258)
C (-1.7350, -0.4812, 6.1129)
H (-0.7992, 2.8769, -4.1775)
C (3.0956, 1.5289, 1.8715)
C (2.4219, 0.0677, 3.3731)
H (-3.3486, 0.6843, 0.4886)
C (-1.3731, -0.3837, -4.6896)
C (2.0709, 2.3952, -2.4898)
H (-1.1045, 3.8978, -2.7952)
H (-4.0639, -0.3319, -0.7583)
C (-0.5298, 0.0022, 6.6677)
H (-0.4833, -1.7720, -1.7290)
H (-1.7626, -1.0371, -5.4733)
C (-2.4771, 0.0826, -3.7429)
H (-1.1064, -3.3779, -1.3142)
H (1.2164, 0.7883, 5.5370)
H (-3.2527, 0.6389, -4.2714)
H (4.5818, 0.4228, 3.1099)
C (0.2408, 0.3363, 5.5839)
C (-4.0693, 0.6756, -0.3317)
H (3.1598, -7.2159, -2.3316)
C (3.7728, -4.6766, -1.3351)
H (-3.7693, 2.7346, -0.9553)
C (3.5591, 0.6349, 2.8454)
C (-1.2081, -2.3114, -1.1158)
N (-0.9911, 1.5993, 2.5932)
Cd (0.4599, 0.9614, -0.0356)
H (4.2974, -5.3867, -0.7059)
H (3.2040, 3.0808, 0.4164)

DFT (ωB97M-V with the def2-TZVPD basis set) results for a structure of composition C31H44BrN3OP2W.

* ⟨S²⟩: 2.02
* charge: +4
* 2S+1: 3
* Kohn-Sham gap (alpha / beta): 0.1080 / 0.1100 hartree

Element x y z (Å)
H (-0.9262, 2.4337, 2.8536)
H (3.4471, 0.4821, 0.7317)
C (-0.2265, 2.0417, 3.6008)
H (4.9302, -1.5957, 0.2860)
H (2.4509, -1.0548, -2.7144)
H (0.7088, -1.3355, -1.0069)
H (1.7973, -2.7161, -0.9581)
H (-3.1780, -2.3480, 0.4890)
H (3.7537, -1.1879, -1.5163)
C (2.1553, -2.9783, 1.8876)
C (-0.4251, -5.1574, -1.9520)
N (-1.3214, 7.3107, -6.2310)
H (3.3408, -0.0002, 2.4236)
H (-0.2632, -2.9744, -2.1843)
C (-0.8177, 6.7767, -3.9494)
C (-2.8404, -1.9061, -2.4351)
C (-0.6814, 3.5575, -2.3015)
C (-0.9468, 5.4009, -4.2102)
H (1.9506, 1.6088, 8.0526)
C (3.4584, -0.3943, 1.3999)
C (-1.0089, 7.6944, -4.9941)
C (-0.8880, 2.4879, -1.4325)
C (-0.1365, 1.2197, 0.3987)
H (-1.7297, 5.7350, -7.5261)
H (-4.5545, -4.9543, -0.4851)
H (1.1384, -3.3791, 2.0436)
P (-2.5034, -3.4452, -1.5448)
C (0.9542, 2.2854, 5.7203)
H (-3.8806, -2.9509, -4.0487)
C (0.0990, 2.7810, 4.7269)
H (0.6176, -5.2721, -2.2690)
N (0.3236, 0.7931, 3.3834)
H (2.6526, 0.2219, -1.5016)
H (2.0796, 3.1770, 8.7518)
Br (-2.5822, -0.7033, 2.2857)
C (1.1457, 0.2704, 4.3631)
H (3.1164, -4.9193, 1.7953)
C (-1.4683, 6.0139, -6.5002)
H (0.9530, 2.9431, -0.3033)
H (-2.4986, -3.9535, 0.7845)
H (-3.6844, -1.4130, -1.9299)
H (-3.2905, 0.1611, -0.6999)
O (1.0693, 4.3967, 6.8483)
C (-2.3295, 0.6743, -0.6828)
H (-0.3178, 3.7829, 4.8292)
H (-0.6160, -5.8654, -1.1344)
C (1.3055, 3.1932, 6.8702)
N (1.9691, 2.6089, 7.9220)
H (-2.7455, 1.9317, -2.3841)
H (-5.3019, -3.3469, -0.4162)
H (2.2200, 0.5696, 6.1784)
C (0.0771, 2.3018, -0.4410)
H (2.5532, -2.7532, 2.8930)
C (2.7131, -0.8649, -1.6636)
H (1.5142, -0.7514, 4.2088)
C (3.0477, -4.0116, 1.1797)
H (0.7335, 1.0705, 1.2165)
C (1.4968, 1.0100, 5.4891)
H (2.6427, -4.3141, 0.2042)
C (-4.5860, -4.0131, 0.0826)
C (-3.1606, -2.1313, -3.9229)
C (-0.7208, -3.7145, -1.5086)
W (-0.1297, -0.3445, 1.6819)
C (-0.7578, 4.4171, -3.1608)
H (-0.5704, 7.1353, -2.9536)
H (-0.8998, 8.7673, -4.8068)
H (-3.6030, -1.2257, -4.3552)
C (-3.1812, -3.3876, 0.1318)
H (-4.9608, -4.2312, 1.0860)
H (4.9108, -1.9189, 2.0417)
H (-2.2607, -2.3745, -4.5017)
H (-1.9511, -1.2778, -2.2880)
P (1.9400, -1.3717, 1.0374)
C (-2.0497, 1.7082, -1.5671)
H (-1.0712, -5.4380, -2.7964)
H (-0.3817, -3.5051, -0.4825)
C (-1.3252, 0.3597, 0.2250)
H (-1.4324, 3.9763, -5.7879)
C (4.7965, -1.1384, 1.2772)
C (1.7432, -1.6338, -0.7609)
H (4.0705, -3.6397, 1.0314)
H (5.6244, -0.4288, 1.4185)
C (-1.2961, 5.0222, -5.5227)

E_tot / eV: -331670.702 -331668.982 -191845.423 -77077.767 -129777.303
Energy above the lowest of the compared OMol25 structures with the same formula, charge and spin / eV: 0.000 1.720 33.127 0.367 0.000